C3H7NO4 | wB97M-V/def2-TZVPD

Cartesian coordinates (Å):
O1 -0.938 1.864 1.097
C1 0.275 2.212 0.903
C2 1.285 1.409 0.389
N1 0.860 0.407 -0.461
C3 0.538 -1.099 -0.392
O2 1.608 -1.869 -0.485
O3 -0.379 -1.236 -1.401
H1 0.507 3.202 1.297
H2 -0.780 1.791 0.074
H3 2.307 1.214 0.707
H4 0.566 0.758 -1.375
H5 -0.046 -1.202 0.538
H6 -2.703 -3.144 0.148
H7 -1.112 -1.837 -1.116
O4 -1.990 -2.471 0.077

DFT total energy   -12887.837 eV
Total charge   +1
HOMO (spin up / spin down)   -14.86 / -14.93 eV
Lowest unoccupied orbital energy (spin up / spin down)   -6.83 / -7.62 eV
Energy above the lowest of the compared OMol25 structures with the same formula, charge and spin   175.18 kcal per mole
2S+1   2
F_max   0.14070 hartree/bohr

***

C9H14 | wB97M-V/def2-TZVPD

Cartesian coordinates (Å):
C1 0.916 1.360 -2.120
C2 -0.982 -1.814 -2.706
C3 -0.222 -0.652 -2.989
C4 -1.180 -2.251 -1.409
C5 0.252 0.051 -1.879
C6 -0.514 -1.683 -0.317
C7 0.200 -0.537 -0.617
H1 -1.529 -2.399 -3.436
H2 0.005 -0.453 -4.022
H3 -1.801 -3.124 -1.243
H4 -0.453 -2.095 0.678
H5 0.653 1.922 -3.016
H6 2.004 1.276 -2.063
H7 0.903 -0.070 0.071
H8 0.648 2.109 -1.367
C8 0.855 1.073 3.555
C9 -0.622 1.102 3.062
H9 1.483 0.734 2.722
H10 1.226 1.978 4.020
H11 0.958 0.204 4.203
H12 -0.696 1.626 2.113
H13 -1.238 1.598 3.803
H14 -0.866 0.047 2.957

DFT total energy   -9559.411 eV
SMILES string   Cc1ccccc1.CC
HOMO   -8.96 eV
Lowest unoccupied orbital energy   0.98 eV
Energy above the lowest of the compared OMol25 structures with the same formula, charge and spin   17.76 kcal per mole
F_max   0.04595 hartree/bohr

***

C3H5FO | wB97M-V/def2-TZVPD

Cartesian coordinates (Å):
C1 1.575 0.373 0.563
C2 0.621 -0.248 -0.113
C3 -0.955 0.138 -0.522
O1 -1.845 0.219 0.549
F1 0.809 -1.481 -0.546
H1 2.413 -0.137 0.974
H2 1.534 1.447 0.681
H3 -1.152 -0.640 -1.278
H4 -0.959 0.990 -1.166
H5 -2.042 -0.661 0.859

DFT total energy   -7955.270 eV
SMILES string   C=C(F)CO
HOMO   -9.71 eV
Lowest unoccupied orbital energy   0.87 eV
Energy above the lowest of the compared OMol25 structures with the same formula, charge and spin   28.56 kcal per mole
F_max   0.06609 hartree/bohr

***

C21H21IrN5O2S | wB97M-V/def2-TZVPD

Cartesian coordinates (Å):
N1 -0.528 -1.616 -2.940
C1 -0.182 -1.340 -4.019
C2 0.116 -1.010 -5.408
H1 0.480 -1.897 -5.952
H2 0.888 -0.231 -5.477
H3 -0.794 -0.639 -5.906
N2 0.234 3.386 1.744
C3 0.841 4.370 1.862
C4 1.488 5.650 2.095
H4 2.147 5.902 1.258
H5 2.102 5.567 3.001
H6 0.712 6.422 2.204
N3 0.148 -3.737 0.866
C5 0.724 -4.077 1.823
C6 1.467 -4.519 2.998
H7 1.040 -4.113 3.925
H8 2.510 -4.189 2.934
H9 1.459 -5.617 3.077
Ir1 0.705 0.637 0.045
C7 -0.157 0.081 1.618
O1 -0.579 -0.177 2.667
C8 -0.717 1.599 -0.704
O2 -1.528 2.312 -1.133
C9 2.077 0.701 -1.691
C10 2.280 -0.693 -1.542
C11 2.513 -1.219 -0.295
C12 2.522 -0.357 0.824
C13 2.802 1.021 0.605
C14 2.599 1.552 -0.674
H10 1.712 1.116 -2.647
H11 2.188 -1.330 -2.421
H12 2.587 -2.294 -0.141
H13 2.483 -0.771 1.840
H14 3.095 1.648 1.437
H15 2.707 2.615 -0.859
N4 -2.558 -2.341 2.132
C15 -2.704 -2.276 0.794
N5 -2.490 -1.241 0.005
C16 -3.103 -1.413 -1.223
C17 -3.211 -0.480 -2.263
C18 -3.786 -0.857 -3.470
C19 -4.381 -2.120 -3.632
C20 -4.241 -3.088 -2.630
C21 -3.651 -2.714 -1.424
S1 -3.334 -3.728 -0.030
H16 -2.534 -3.276 2.525
H17 -1.973 -1.624 2.559
H18 -2.755 0.494 -2.099
H19 -3.724 -0.188 -4.332
H20 -4.915 -2.342 -4.563
H21 -4.577 -4.111 -2.784

DFT total energy   -47287.642 eV
Total charge   +4
HOMO (spin up / spin down)   -18.51 / -21.74 eV
Lowest unoccupied orbital energy (spin up / spin down)   -12.62 / -16.23 eV
Energy above the lowest of the compared OMol25 structures with the same formula, charge and spin   0.00 kcal per mole
2S+1   6
F_max   0.14886 hartree/bohr

***

> Number 1 is which compound?

C3H7NO4